(1)
ORCA calculation (the ωB97M-V functional and the def2-TZVPD basis) on a molecular structure, C27H37AsF3HgN3PS4.

Geometry as XYZ:
```
77
Properties=species:S:1:pos:R:3:forces:R:3
Hg 0.095971 0.759099 -0.557619 -0.0212 -0.0304 -0.0159
C 3.864604 0.432423 5.818920 -0.0065 -0.0116 -0.0072
C 4.345610 -0.209666 4.517842 0.0035 -0.0069 -0.0009
C 5.764992 0.297687 4.229263 -0.0029 0.0005 -0.0035
C 4.382372 -1.731688 4.718036 0.0069 0.0084 0.0090
C 3.438893 0.110420 3.332656 0.0039 -0.0061 -0.0189
C 3.762104 -0.405614 2.053443 0.0084 0.0225 0.0347
C 2.905668 -0.141783 1.002935 0.0207 -0.0104 -0.0153
N 1.796495 0.575029 1.121841 -0.0043 -0.0345 -0.0065
C 1.456791 1.106150 2.330446 -0.0260 0.0343 0.0251
C 2.301041 0.863861 3.453392 -0.0074 0.0028 0.0080
C 0.247933 1.857851 2.401136 0.0117 -0.0166 -0.0224
C -0.230680 2.445200 3.608133 0.0164 -0.0040 0.0036
C -1.402442 3.145838 3.652343 -0.0092 0.0112 -0.0110
C -2.138015 3.276920 2.441730 -0.0025 -0.0049 0.0050
C -1.644065 2.681853 1.303304 0.0104 0.0034 -0.0070
N -0.499378 2.001086 1.255844 0.0074 -0.0031 0.0039
C -1.947854 3.772822 4.930915 0.0076 -0.0126 -0.0045
C -1.041451 3.530665 6.137578 -0.0020 0.0092 -0.0105
C -2.091718 5.288261 4.731811 -0.0013 -0.0168 -0.0017
C -3.326004 3.170882 5.240124 0.0022 0.0067 0.0049
H 4.554411 0.178398 6.627974 0.0005 -0.0017 0.0014
H 2.872023 0.072812 6.097067 -0.0033 0.0052 0.0013
H 3.825243 1.520329 5.736387 0.0004 0.0039 0.0031
H 6.431120 0.055492 5.062705 0.0024 0.0000 0.0024
H 5.762760 1.380804 4.090801 -0.0005 0.0015 -0.0016
H 6.172138 -0.153305 3.324449 -0.0003 -0.0005 -0.0028
H 5.036758 -1.988999 5.556586 -0.0005 -0.0029 -0.0006
H 4.749961 -2.239808 3.826590 0.0018 -0.0030 -0.0014
H 3.381412 -2.113738 4.928700 -0.0029 -0.0005 -0.0013
H 4.641747 -1.011535 1.885265 -0.0010 -0.0024 -0.0123
H 3.099198 -0.540850 0.010530 -0.0139 -0.0018 -0.0060
H 2.025253 1.271478 4.413571 -0.0043 -0.0056 0.0030
H 0.354790 2.316754 4.505313 -0.0074 0.0066 0.0068
H -3.076822 3.811409 2.392336 -0.0011 -0.0005 0.0079
H -2.186030 2.743177 0.364099 -0.0027 0.0014 -0.0005
H -0.050584 3.963584 5.986302 0.0002 -0.0053 -0.0026
H -0.923146 2.463973 6.336367 0.0043 -0.0015 0.0098
H -1.481221 3.994516 7.024388 -0.0019 -0.0007 0.0018
H -1.119321 5.738370 4.522381 -0.0001 0.0051 -0.0012
H -2.504830 5.754094 5.631516 -0.0010 0.0015 0.0030
H -2.751848 5.514633 3.894297 0.0001 0.0098 0.0008
H -3.245223 2.092490 5.388782 -0.0008 -0.0028 -0.0003
H -4.027051 3.341899 4.423160 0.0004 0.0015 -0.0032
H -3.740764 3.617945 6.148663 -0.0041 -0.0006 0.0017
S 1.589532 -2.627946 -2.771867 0.0059 0.0227 0.0063
As 0.121944 -1.140573 -3.131362 0.0293 -0.0175 -0.0090
S 1.030466 0.907801 -2.834653 0.0063 -0.0791 -0.0222
S -1.345208 -1.148605 -1.432735 0.0791 0.0590 0.0499
S -0.904702 -1.187257 -4.990622 0.0158 -0.0247 -0.0011
C -0.211883 -2.096760 3.878804 -0.0468 -0.0142 0.0011
P -0.566978 -1.746455 2.093512 -0.0094 0.0145 0.0615
C 0.699036 -2.851238 1.359699 -0.0043 0.0474 -0.0315
C -2.059858 -2.803564 1.885846 -0.0026 -0.0129 0.0065
H -0.162187 -3.170600 4.088981 0.0071 -0.0018 0.0057
H -0.984365 -1.647035 4.507447 0.0014 0.0029 -0.0042
H 0.743390 -1.636289 4.142954 0.0085 0.0053 -0.0095
H 0.578913 -3.883284 1.704776 0.0018 -0.0031 -0.0039
H 1.686404 -2.488217 1.652710 0.0124 -0.0254 -0.0090
H 0.636737 -2.816052 0.269010 -0.0026 -0.0056 -0.0046
H -1.904385 -3.819971 2.262045 0.0106 0.0025 0.0076
H -2.298524 -2.845217 0.822182 0.0104 0.0087 -0.0041
H -2.903506 -2.349548 2.410355 -0.0088 -0.0151 -0.0026
F -1.573632 2.951948 -7.130179 -0.0104 0.0063 -0.0063
C -1.550936 3.973851 -6.268955 -0.0053 -0.0457 0.0112
F -0.328624 4.540195 -6.359611 0.0196 0.0169 0.0191
F -2.419862 4.906194 -6.743304 -0.0247 0.0081 -0.0155
C -1.889409 3.572610 -4.863987 0.0519 0.0286 -0.1791
C -2.204502 4.561115 -3.940827 -0.0369 0.1696 0.1803
C -2.479944 4.173622 -2.645963 0.0070 -0.0956 0.1182
N -2.473357 2.900335 -2.226232 0.0558 0.0607 -0.4403
C -2.162328 1.971859 -3.134190 -0.1269 0.1068 0.3074
C -1.855452 2.260239 -4.465119 -0.0081 -0.1744 0.0263
H -2.231338 5.605620 -4.222394 -0.0028 0.0044 0.0083
H -2.717930 4.921846 -1.896078 -0.0068 -0.0010 0.0103
H -2.145764 0.942694 -2.788882 -0.0130 0.0135 -0.0478
H -1.578789 1.437264 -5.114064 0.0067 -0.0099 -0.0067
```
Positions in Å, forces in eV/Å.

Largest force on an atom   0.448 eV Å⁻¹
Net charge   -2
Energy relative to the best compared isomer or geometry (same formula, charge and spin)   0.00 kJ/mol
Total energy   -158870.640 eV
2S+1   2

(2)
ORCA calculation (the ωB97M-V functional and the def2-TZVPD basis) on H5N3O in the gas phase in a non-equilibrium geometry.

Geometry as XYZ:
```
9
Properties=species:S:1:pos:R:3:forces:R:3
N 1.563729 0.327398 0.048867 -1.2229 2.5967 0.9709
N 0.722673 -0.759790 0.198866 -1.3335 0.0377 0.6276
O -0.609106 -0.716872 -0.440686 -0.7013 1.2762 0.5304
N -1.439297 0.370268 0.176090 0.1922 -1.7575 2.5603
H 1.844563 0.733887 -0.844624 -0.3608 -1.1905 -0.8017
H 1.039850 1.184490 0.456690 1.1209 -2.2089 -0.1934
H 1.030829 -1.672895 -0.146480 0.4093 0.8622 -0.1589
H -2.114333 0.514997 -0.553512 -0.2917 -0.0413 -0.3348
H -2.038911 0.018516 1.104789 2.1877 0.4255 -3.2004
```
Positions in Å, forces in eV/Å.

Largest force on an atom   3.900 eV Å⁻¹
SMILES   NNON
Energy relative to the best compared isomer or geometry (same formula, charge and spin)   234.69 kJ/mol
Total energy   -6594.064 eV

(3)
ORCA calculation (the ωB97M-V functional and the def2-TZVPD basis) on 16 unconnected molecules or ions with the total composition C4H39NO15 in a non-equilibrium geometry.

Geometry as XYZ:
```
59
Properties=species:S:1:pos:R:3:forces:R:3
N 0.379637 -1.290126 -0.136794 0.2054 0.9682 0.5908
C 0.422446 -0.403836 -1.318532 -0.6579 0.3818 -0.1661
C -2.725831 -0.348430 -3.654723 -0.4738 0.3213 -0.1717
C -1.680326 0.003730 -2.647642 -0.4124 0.3560 0.8027
C -0.633714 -0.734702 -2.304267 -0.5428 -0.4771 -1.3949
H 0.831793 -2.143855 -0.401780 0.4247 -0.7712 0.0870
H 0.973361 -0.843236 0.568609 0.0902 -0.2454 -0.2956
H 1.373565 -0.466537 -1.855853 0.1509 0.1562 0.3281
H 0.227565 0.622235 -1.008420 0.3707 0.0786 0.2068
H -3.574829 -0.852358 -3.182562 0.1959 -0.3766 0.0057
H -3.205304 0.546667 -4.054344 0.2834 0.1811 -0.1214
H -2.357587 -0.916593 -4.504132 0.0335 -0.2757 0.0984
H -1.928924 0.904230 -2.082874 0.3668 0.0757 0.0313
H -0.516321 -1.624750 -2.925744 0.2877 -0.1566 0.3191
H 2.718024 3.105343 -1.946791 -0.3064 -0.1285 0.1999
H 1.381238 3.306181 -2.699124 0.2309 -0.1226 0.1007
O 1.768062 3.259246 -1.814723 -0.0856 0.1369 -0.3349
H -4.258605 0.791869 3.365989 0.0177 0.8079 -0.1779
H -4.654318 2.263719 2.953611 0.2805 -0.5798 0.1522
O -4.896537 1.329881 2.874672 -0.9601 -0.2206 0.0884
H 2.770457 -1.760371 1.172367 -0.6833 -0.5241 -0.3400
H 2.718887 -0.796328 2.495966 -0.1621 -0.5255 -0.6554
O 3.264667 -1.249354 1.792728 0.8349 0.7272 0.9003
H -0.874288 -3.726235 -0.908845 -0.1097 -0.7666 -0.7864
H -0.932667 -4.883228 -1.991563 -0.2628 0.0855 0.0559
O -0.340123 -4.376165 -1.436467 0.1469 0.6049 0.6191
H -4.478470 -0.062002 1.257226 0.0065 0.1190 -0.2736
H -4.398509 0.390515 -0.185397 -0.6148 1.0565 -0.8794
O -4.123405 -0.300261 0.383521 0.4693 -1.0076 0.8776
H -0.488489 -1.334479 1.825345 -0.4790 -0.4496 0.0225
H -1.405880 -1.872447 3.049571 0.9396 0.6767 -0.7399
O -0.786953 -1.167041 2.737620 -0.6927 -0.4054 0.3027
H 4.220675 0.025636 1.200023 0.5937 -0.1287 -0.6355
H 5.250131 1.086637 1.478363 0.3656 0.5081 0.2262
O 4.963732 0.524790 0.764379 -0.2215 -0.4412 0.6000
H 0.258248 4.043958 -0.917154 -1.0951 0.0622 0.2960
H -0.985930 4.982200 -0.824354 -0.1665 0.7671 -0.0774
O -0.694908 4.105192 -0.617987 1.4729 -0.8876 -0.3190
H 3.108220 1.906320 0.352595 0.5696 -0.0280 -0.1498
H 1.872099 2.235641 1.074814 -1.6404 0.1819 0.3662
O 2.793035 2.432312 1.095039 0.9924 -0.0718 -0.1386
H 1.456174 0.892683 3.241665 0.3737 -0.9627 0.2418
H 0.794831 -0.511845 3.207188 0.5064 0.3409 0.6583
O 1.631895 -0.056699 3.465946 -0.9498 0.9683 -0.4732
H -1.893343 0.346195 2.319347 0.0568 -0.3464 -0.1435
H -2.652173 1.235639 1.281848 -0.1141 -0.4598 0.1422
O -2.420334 1.148904 2.215084 0.6714 0.3923 0.0573
H 4.817378 0.916236 -1.019654 -0.0655 -0.0779 0.4227
H 3.726916 0.054829 -1.626022 0.0313 -0.0568 -0.0153
O 4.062848 0.954361 -1.620179 -0.3538 0.3326 -0.7956
H -2.704492 -1.895932 -0.587883 0.0671 -0.6218 0.3070
H -1.421555 -2.038748 0.169929 -0.0035 -0.1742 -0.2991
O -2.161881 -2.588521 -0.157519 -0.0818 0.6717 0.0135
H -0.285343 3.216647 0.927908 -0.1935 -0.7600 0.8787
H -0.834348 1.961492 1.804123 0.7645 1.3846 -0.2072
O -0.076663 2.599632 1.678705 -0.4051 -0.5152 -0.4733
H 2.772403 -4.668243 -0.350474 -0.4741 1.6554 -0.8805
H 1.493266 -4.362444 -1.107547 0.2451 0.6424 -0.1151
O 2.340475 -3.918127 -0.864859 0.1622 -2.0758 1.0614
```
Positions in Å, forces in eV/Å.

Largest force on an atom   2.337 eV Å⁻¹
Energy relative to the best compared isomer or geometry (same formula, charge and spin)   185.62 kJ/mol
Total energy   -36984.533 eV

Among the records above, which one has the highest energy relative to the best compared isomer or geometry (same formula, charge and spin)?
H5N3O

Which formula does entry 2 have?
H5N3O

Look up the largest force on an atom of the third one.
2.337 eV Å⁻¹